--- one ---
Density functional theory data (wB97M-V/def2-TZVPD) for 2 unconnected molecules or ions with the total composition C6H14P.

```
! RIJCOSX wB97M-V def2-TZVPD def2/J DEFGRID3
* xyz 1 1
P 0.545 -0.399 -0.611
C -0.567 0.437 0.751
C -0.780 1.872 0.719
C 1.338 -2.007 -0.563
C 1.240 0.722 -1.860
C -0.547 -0.226 2.087
C -1.291 -0.395 -0.342
H -0.672 2.354 1.702
H -1.734 -1.391 -0.168
H -1.557 -0.090 2.611
H -0.559 -1.368 1.885
H 0.365 1.363 -2.254
H -0.063 2.396 0.048
H -2.073 0.325 -1.532
H 2.005 -2.185 -1.394
H 2.015 1.331 -1.353
H 0.302 0.043 2.782
H 1.592 0.050 -2.573
H 0.470 -2.812 -0.599
H 1.852 -2.063 0.375
H -1.881 2.043 0.290
*
```

HOMO level	-0.5146	Eh
HOMO-LUMO gap	10.676	eV
E_LUMO	-3.33	eV

--- two ---
Density functional theory data (wB97M-V/def2-TZVPD) for 2 unconnected molecules or ions with the total composition C6H14P.

```
! RIJCOSX wB97M-V def2-TZVPD def2/J DEFGRID3
* xyz 1 1
P -2.289 0.452 -0.606
C 1.892 -0.334 0.892
C 2.434 0.183 2.030
C -2.446 -1.313 -1.154
C -2.742 0.363 1.086
C 0.700 0.319 0.283
C 2.347 -1.656 0.271
H 1.826 -1.759 -0.625
H 1.990 0.967 2.520
H -2.206 1.021 1.791
H 0.503 1.231 0.681
H -2.814 -1.845 -0.241
H 3.363 -1.770 0.227
H -1.557 -1.782 -1.478
H -0.218 -0.379 0.400
H -2.942 -0.572 1.453
H 1.870 -2.364 0.866
H -3.266 -1.327 -1.892
H 0.944 0.583 -0.767
H 3.279 -0.246 2.358
H -3.844 0.853 1.122
*
```

HOMO level	-0.4556	Eh
HOMO-LUMO gap	5.268	eV
E_LUMO	-7.13	eV

Stability, highest: one

--- one ---
Density functional theory data (wB97M-V/def2-TZVPD) for 2 unconnected molecules or ions with the total composition C4H12.

```
! RIJCOSX wB97M-V def2-TZVPD def2/J DEFGRID3
* xyz -1 2
C -1.353 -0.129 1.324
C 0.470 -0.078 -1.493
C 1.151 1.331 -1.441
C -0.304 -1.212 1.587
H 0.018 -1.405 2.619
H 0.659 1.971 -0.706
H 1.181 -0.738 -1.008
H 0.316 -0.314 -2.543
H -0.713 -2.198 1.360
H 1.019 1.893 -2.375
H -1.013 0.612 0.613
H -2.280 -0.574 0.967
H 0.632 -0.901 1.128
H 2.231 1.241 -1.327
H -0.430 0.024 -0.906
H -1.582 0.478 2.200
*
```

HOMO level (alpha / beta)	0.0582 / -0.2791	Eh
HOMO-LUMO gap (alpha / beta)	2.762 / 11.995	eV
E_LUMO (alpha / beta)	4.35 / 4.40	eV

--- two ---
Density functional theory data (wB97M-V/def2-TZVPD) for 2 unconnected molecules or ions with the total composition C4H12.

```
! RIJCOSX wB97M-V def2-TZVPD def2/J DEFGRID3
* xyz -1 2
C -1.237 -0.288 -1.526
C 1.716 -0.841 1.497
C 1.017 0.168 2.433
C -1.500 0.934 -2.415
H -0.690 -1.120 -1.983
H 0.340 0.815 1.873
H 1.756 0.837 2.887
H 0.484 -0.321 3.247
H -1.757 0.580 -3.425
H -0.659 -0.081 -0.623
H -0.645 1.601 -2.520
H -2.203 -0.709 -1.245
H 0.920 -1.374 0.988
H 2.492 -1.374 2.043
H -2.347 1.472 -1.987
H 2.313 -0.299 0.757
*
```

HOMO level (alpha / beta)	0.0568 / -0.2915	Eh
HOMO-LUMO gap (alpha / beta)	2.764 / 12.412	eV
E_LUMO (alpha / beta)	4.31 / 4.48	eV

--- three ---
Density functional theory data (wB97M-V/def2-TZVPD) for 2 unconnected molecules or ions with the total composition C4H12.

```
! RIJCOSX wB97M-V def2-TZVPD def2/J DEFGRID3
* xyz -1 2
C 1.203 -0.153 2.019
C -0.849 1.019 -2.556
C -0.056 -1.130 1.919
C -0.215 0.307 -1.343
H 0.520 -0.526 -1.674
H -0.045 -2.099 1.292
H -0.949 -0.477 1.539
H -0.861 -0.485 -1.090
H -1.152 2.040 -2.359
H -1.723 0.566 -2.975
H 0.001 0.943 -0.375
H 0.732 0.808 1.671
H 1.754 -0.345 3.001
H -0.235 1.090 -3.409
H -0.351 -1.464 2.914
H 1.818 -0.310 1.232
*
```

HOMO level (alpha / beta)	0.0547 / -0.2593	Eh
HOMO-LUMO gap (alpha / beta)	2.856 / 11.528	eV
E_LUMO (alpha / beta)	4.34 / 4.47	eV

Stability, highest: two

--- one ---
Density functional theory data (wB97M-V/def2-TZVPD) for 2 unconnected molecules or ions with the total composition C4H12.

```
! RIJCOSX wB97M-V def2-TZVPD def2/J DEFGRID3
* xyz -1 2
C -2.016 -2.110 -0.042
C 2.062 2.112 -0.079
C 2.450 0.898 0.791
C -2.559 -0.767 -0.661
H 3.010 1.097 1.706
H 2.583 2.122 -1.037
H 3.079 0.206 0.229
H 1.019 1.981 -0.374
H -2.677 -2.726 0.569
H -1.652 -2.712 -0.879
H -2.433 -0.886 -1.731
H 2.203 3.080 0.399
H 1.525 0.390 1.067
H -3.594 -0.641 -0.354
H -1.152 -1.980 0.620
H -1.848 -0.064 -0.224
*
```

HOMO level (alpha / beta)	0.0556 / -0.2883	Eh
HOMO-LUMO gap (alpha / beta)	2.916 / 12.348	eV
E_LUMO (alpha / beta)	4.43 / 4.50	eV

--- two ---
Density functional theory data (wB97M-V/def2-TZVPD) for 2 unconnected molecules or ions with the total composition C4H12.

```
! RIJCOSX wB97M-V def2-TZVPD def2/J DEFGRID3
* xyz -1 2
C 2.261 1.135 0.000
C -1.885 -0.074 -0.588
C -2.181 -0.744 0.733
C 1.767 -0.322 -0.122
H -2.819 -1.627 0.611
H -1.292 -1.031 1.296
H 0.820 -0.423 0.394
H -1.394 -0.814 -1.231
H -2.776 -0.132 1.428
H -1.242 0.807 -0.467
H 1.391 1.789 -0.012
H 1.628 -0.557 -1.182
H 2.923 1.413 -0.824
H 2.493 -1.016 0.304
H 2.777 1.304 0.948
H -2.790 0.319 -1.056
*
```

HOMO level (alpha / beta)	0.0577 / -0.2869	Eh
HOMO-LUMO gap (alpha / beta)	2.819 / 12.309	eV
E_LUMO (alpha / beta)	4.39 / 4.50	eV

Stability, highest: two

--- one ---
Density functional theory data (wB97M-V/def2-TZVPD) for 2 unconnected molecules or ions with the total composition C4H12.

```
! RIJCOSX wB97M-V def2-TZVPD def2/J DEFGRID3
* xyz -1 2
C 1.016 -1.078 -0.142
C -1.604 1.633 0.448
C 1.735 -2.156 0.672
C -1.210 1.594 -1.071
H -0.220 1.625 -1.040
H 1.524 -2.028 1.771
H 2.874 -2.156 0.507
H -0.751 2.142 0.869
H -1.574 0.673 0.926
H 1.337 -0.882 -1.206
H -0.056 -1.322 -0.211
H -2.458 2.235 0.675
H 1.350 -3.234 0.673
H -1.469 0.692 -1.558
H 1.087 -0.100 0.421
H -1.583 2.362 -1.736
*
```

HOMO level (alpha / beta)	0.0548 / -0.2704	Eh
HOMO-LUMO gap (alpha / beta)	2.776 / 11.788	eV
E_LUMO (alpha / beta)	4.27 / 4.43	eV

--- two ---
Density functional theory data (wB97M-V/def2-TZVPD) for 2 unconnected molecules or ions with the total composition C4H12.

```
! RIJCOSX wB97M-V def2-TZVPD def2/J DEFGRID3
* xyz -1 2
C 0.896 1.684 -0.761
C 0.877 0.943 -2.098
C -0.338 -0.950 1.806
C -1.440 -1.671 1.059
H 1.275 -0.067 -1.967
H 1.400 1.033 -0.042
H -0.110 0.844 -2.552
H 1.556 1.401 -2.821
H 0.656 -1.126 1.408
H -1.204 -2.585 0.509
H -0.032 1.922 -0.244
H -1.927 -1.011 0.331
H -0.587 0.104 1.914
H -2.294 -2.005 1.668
H -0.252 -1.247 2.866
H 1.384 2.654 -0.885
*
```

HOMO level (alpha / beta)	0.0591 / -0.2781	Eh
HOMO-LUMO gap (alpha / beta)	2.804 / 12.093	eV
E_LUMO (alpha / beta)	4.41 / 4.53	eV

--- three ---
Density functional theory data (wB97M-V/def2-TZVPD) for 2 unconnected molecules or ions with the total composition C4H12.

```
! RIJCOSX wB97M-V def2-TZVPD def2/J DEFGRID3
* xyz -1 2
C -0.936 0.892 1.002
C 0.676 -1.239 -1.783
C 1.567 -2.000 -0.668
C -1.222 2.353 1.374
H -1.820 0.508 0.543
H 0.191 -1.989 -2.512
H 2.254 -2.705 -1.073
H -2.295 2.449 1.460
H -0.812 0.222 1.930
H -0.908 3.039 0.605
H 0.996 -2.389 0.167
H -0.212 0.905 0.183
H -0.039 -0.712 -1.356
H -0.890 2.547 2.360
H 1.383 -0.609 -2.248
H 2.067 -1.272 0.015
*
```

HOMO level (alpha / beta)	0.0572 / -0.2758	Eh
HOMO-LUMO gap (alpha / beta)	2.745 / 11.953	eV
E_LUMO (alpha / beta)	4.30 / 4.45	eV

Stability, highest: two